A molecular structure, C50H58N4O5Sn in a non-equilibrium geometry. Source: the OMol25 dataset; level of theory: ωB97M-V with the def2-TZVPD basis set.

Values from the calculation:
LUMO level (spin up / spin down), eV: -5.6 / -5.6
Net charge: +1
Molecular weight, g/mol: 913.7
Gap between HOMO and LUMO (spin up / spin down), eV: 2.0 / 2.8
Largest force on an atom, eV Å⁻¹: 4.7
Total energy, hartree: -2749.1873
Spin multiplicity: 2
HOMO level (spin up / spin down), eV: -7.62 / -8.38

CARTESIAN COORDINATES (ANGSTROEM)
Sn -0.813543 -1.288162 0.463558
C 1.732966 4.982072 3.327171
C 2.454328 3.741614 3.956949
C 2.133698 3.668124 5.442243
C 3.973967 3.981088 3.831118
C 2.012392 2.472875 3.292162
C 0.953269 2.418715 2.425516
C 0.410500 1.115516 2.015945
N -0.427429 0.880331 1.013537
C -0.797848 1.760482 0.079941
C -0.166619 3.016023 -0.383543
C -0.475808 3.624968 -1.518430
C -1.647846 3.156023 -2.215031
C -2.419846 2.117332 -1.847910
C -1.966695 1.287926 -0.706025
O -2.414224 0.197938 -0.369837
C -3.730081 1.831986 -2.468881
C -3.877045 0.385317 -2.919894
C -4.067562 2.727288 -3.615114
C -4.863392 2.176353 -1.440478
C 0.432251 4.664059 -2.206218
C -0.352315 5.921809 -2.622418
C 1.057495 3.984243 -3.507561
C 1.608428 5.217800 -1.350539
C 0.919999 -0.081780 2.700284
O 0.361336 -1.208434 2.289840
C 2.129678 -0.033234 3.526406
C 2.654589 1.214641 3.720009
C 2.824196 -1.278797 4.186088
C 3.227036 -2.239047 3.052671
C 1.726362 -1.890255 5.054970
C 4.049169 -0.907908 4.907641
H 1.907469 5.843598 3.991672
H 0.676556 4.845412 3.235638
H 2.061394 5.119138 2.244485
H 2.473258 4.588496 5.954886
H 2.641271 2.859124 5.978548
H 1.114912 3.559448 5.644138
H 4.325210 4.936890 4.256301
H 4.345549 3.901330 2.751558
H 4.591679 3.207565 4.351757
H 0.451655 3.332462 2.104546
H 0.669790 3.431862 0.158061
H -2.003048 3.809372 -3.035821
H -2.975225 -0.027455 -3.360380
H -4.678225 0.288365 -3.664886
H -4.077669 -0.342636 -2.074600
H -3.375893 2.534481 -4.495705
H -3.974312 3.773794 -3.377975
H -5.087894 2.525633 -4.032925
H -4.836136 1.719413 -0.462279
H -5.791546 1.872334 -1.903625
H -4.873220 3.259631 -1.304178
H -1.049226 5.579539 -3.359099
H 0.169959 6.755268 -3.127732
H -0.907363 6.364460 -1.750980
H 0.370439 4.053254 -4.360920
H 1.147492 2.898879 -3.320466
H 2.086047 4.236354 -3.729787
H 1.244705 5.884922 -0.548685
H 2.296541 5.811953 -1.969362
H 2.227003 4.455496 -0.857739
H 3.505694 1.384747 4.357863
H 2.435610 -2.588608 2.362987
H 3.683720 -3.093549 3.573592
H 3.984325 -1.780176 2.480108
H 0.854897 -2.082949 4.455958
H 1.452750 -1.248328 5.862138
H 1.969421 -2.880634 5.462430
H 4.837411 -0.451306 4.322556
H 4.565006 -1.799762 5.284130
H 3.876012 -0.217657 5.770744
C 3.030714 0.863733 -0.552674
O 2.506618 -0.459849 -0.592415
C 3.182110 -1.302437 -1.471536
C 4.345818 -0.946436 -2.122655
C 4.964067 -1.895400 -2.918723
C 4.431616 -3.124749 -3.193521
C 3.270291 -3.499848 -2.607344
C 2.583882 -2.583647 -1.745511
N 1.340175 -2.810047 -1.289474
N 0.677064 -3.913680 -1.379808
C -0.402585 -4.046006 -2.056677
C -0.804830 -2.973786 -3.010155
O -0.124922 -1.954473 -3.106236
C -2.033605 -3.165775 -3.874630
C -2.750924 -4.307210 -3.768106
C -2.403627 -5.352795 -2.758472
C -3.211346 -6.477868 -2.633550
C -2.859084 -7.464964 -1.731912
C -1.753906 -7.359726 -0.917563
C -0.972077 -6.225790 -1.035987
C -1.237482 -5.278470 -2.017401
H 2.969805 1.354706 -1.519544
H 4.019692 0.804332 -0.154748
H 2.435773 1.360158 0.236935
H 4.777634 0.005903 -1.845613
H 5.925519 -1.675536 -3.283954
H 5.039875 -3.832990 -3.760604
H 2.868168 -4.464768 -2.657571
H -2.137902 -2.314591 -4.505625
H -3.644685 -4.514220 -4.354274
H -4.098172 -6.617867 -3.325050
H -3.621222 -8.248557 -1.643649
H -1.486395 -8.123925 -0.224174
H -0.113313 -5.951484 -0.441217
O -2.452953 -1.739283 1.837411
N -3.482593 -2.453715 1.417703
C -4.697521 -1.845080 1.295583
C -5.782365 -2.537781 0.734745
C -5.523745 -3.839543 0.244676
C -4.251415 -4.439106 0.380906
C -3.296554 -3.725810 1.023280
H -4.680518 -0.797732 1.622710
H -6.762873 -2.077919 0.626381
H -6.371333 -4.346535 -0.270277
H -4.076691 -5.483344 0.115508
H -2.311576 -4.153111 1.253718

Atoms 1-2, force components in eV/Å:
Sn 0.0 1.3 0.9
C 1.2 -0.4 -0.5

Atomic partial charges in e from the Mulliken method, atoms 1 to 2:
1. Sn 0.903
2. C -1.841